Entry 1:
22
Properties=species:S:1:pos:R:3 method="wB97M-V/def2-TZVPD" multiplicity=1 orbital_gap_ev=8.2564 relative_energy_kcal_mol=154.48 mol_weight_g_mol=101.19 fmax_ev_per_a=2.9 energy_ha=-292.1228
C -0.2993 -1.5049 -1.0064
N -0.7721 -0.9560 0.2938
C 0.2191 -0.8813 1.2228
C 0.0680 0.1998 2.3338
C -0.3482 1.5542 1.7725
C 0.4461 -0.5039 -1.8915
C -0.4526 0.6373 -2.3335
H -1.1301 -1.9053 -1.5929
H 0.2934 -2.3923 -0.7376
H 1.8146 0.0124 0.6028
H 0.6354 -1.7977 1.6619
H 0.3782 -0.0112 0.3948
H -0.6655 -0.2538 3.0108
H 1.0002 0.4125 2.8513
H -1.3894 1.5771 1.4365
H 0.2106 1.8309 0.8727
H -0.2802 2.3175 2.5430
H 1.3009 -0.2033 -1.2664
H 0.9971 -0.9271 -2.7313
H -1.3163 0.2259 -2.8590
H -0.8154 1.2974 -1.5482
H 0.1054 1.2718 -3.0300

Entry 2:
13
Properties=species:S:1:pos:R:3 method="wB97M-V/def2-TZVPD" multiplicity=1 orbital_gap_ev=10.9747 relative_energy_kcal_mol=46.48 mol_weight_g_mol=194.01 fmax_ev_per_a=3.6 charge=+1 energy_ha=-1037.4203
C -2.2667 0.1565 0.7643
C -2.3480 0.0669 -0.7699
C 3.2150 0.8678 0.4094
N 2.3142 0.3330 -0.1777
O -3.0805 0.1202 1.5779
O -3.3819 0.3248 -1.2628
O 4.1496 1.0412 0.9973
O -0.9256 -0.1046 1.0423
O -1.1043 -0.2077 -1.3002
O 0.7119 -1.6804 -0.2972
O 1.0516 0.8598 -0.4245
P 0.0100 -0.3070 -0.1832
H 1.6546 -1.4705 -0.3757

Entry 3:
29
Properties=species:S:1:pos:R:3 method="wB97M-V/def2-TZVPD" multiplicity=1 orbital_gap_ev=9.8063 relative_energy_kcal_mol=37.43 mol_weight_g_mol=176.31 smiles="C[NH2+][C@H](C(C)=O)[C@@H](S)C(C)C" fmax_ev_per_a=4.1 charge=+1 energy_ha=-843.4876
C 2.3410 0.9148 -0.0090
C 2.5939 2.1581 -0.6864
C -2.4455 -0.0808 -0.8980
C -2.6315 -0.0653 1.5714
C 1.2580 -2.5174 -0.4775
C 1.1446 0.0669 -0.2942
C -1.6789 -0.1825 0.3542
C -0.3429 0.7785 0.5321
N 1.3083 -1.2750 0.3558
O 3.1764 0.4049 0.7305
S -0.6993 2.4611 -0.0492
H 1.6234 2.5735 -1.0336
H 3.1568 2.8215 0.0934
H 3.2899 1.9270 -1.5680
H -1.8463 0.2231 -1.7183
H -3.3323 0.6195 -0.8002
H -2.8239 -1.0292 -1.1297
H -3.0586 0.9543 1.6583
H -3.4184 -0.8516 1.4295
H -2.0897 -0.3469 2.4341
H 2.0335 -2.6256 -1.2609
H 1.2055 -3.3381 0.1395
H 0.2696 -2.5944 -0.9992
H 1.0623 -0.1150 -1.4071
H -1.3468 -1.2460 0.5263
H -0.1132 0.9596 1.5519
H 0.6989 -1.4260 1.0721
H 2.2418 -1.2186 0.8465
H -1.5768 2.0495 -0.9641

Entry 4:
105
Properties=species:S:1:pos:R:3 method="wB97M-V/def2-TZVPD" multiplicity=1 orbital_gap_ev=7.7048 mol_weight_g_mol=1182.70 fmax_ev_per_a=1.3 energy_ha=-8332.3234
Bi -0.6454 0.5442 -0.0642
F -2.9111 -7.2011 1.2120
C -3.0345 -5.9154 0.9097
C -4.2423 -5.2740 1.0900
F -5.2811 -5.9541 1.5635
C -4.3589 -3.9347 0.7833
F -5.5560 -3.3864 1.0027
C -3.2952 -3.1691 0.3181
P -3.4675 -1.3506 -0.2396
C -4.8859 -1.7087 -1.3562
C -6.2016 -1.3377 -1.1028
C -7.1734 -1.5111 -2.0784
C -6.8436 -2.0657 -3.3083
C -5.5343 -2.4512 -3.5597
C -4.5593 -2.2653 -2.5884
C -4.1714 -0.6715 1.3496
C -4.0007 -1.3537 2.5614
C -4.4702 -0.8381 3.7619
C -5.1104 0.3921 3.7930
C -5.2549 1.1042 2.6107
C -4.7875 0.5877 1.4074
C -2.0869 -3.8544 0.1405
Br -0.5057 -3.0088 -0.4993
C -1.9601 -5.2041 0.4251
F -0.8048 -5.8462 0.2441
H -6.4711 -0.9076 -0.1461
H -8.1937 -1.2011 -1.8799
H -7.6005 -2.1765 -4.0752
H -5.2657 -2.8793 -4.5176
H -3.5274 -2.5319 -2.8049
H -3.5082 -2.3176 2.5798
H -4.3480 -1.4110 4.6738
H -5.4960 0.7864 4.7249
H -5.7427 2.0730 2.6173
H -4.9096 1.1620 0.5009
N -0.7467 2.1104 1.9045
C -1.4576 1.5799 3.0857
C -0.6914 0.4117 3.6756
N -0.6805 -0.6930 2.7108
H 0.1509 2.5121 2.1475
H -1.3024 2.8162 1.4310
H -2.4444 1.2323 2.7638
H -1.6065 2.3503 3.8434
H -1.1365 0.1439 4.6376
H 0.3415 0.7217 3.8625
H -1.6169 -1.0805 2.6301
H -0.0692 -1.4435 3.0054
O -3.8825 0.8062 -1.3353
S -2.7104 1.5797 -1.7489
O -2.9695 2.6125 -2.6990
O -2.0964 2.1419 -0.4292
O -1.5948 0.6374 -2.1594
C 7.7010 3.7770 0.1440
C 6.4127 2.9964 0.1503
C 5.6962 2.7734 -1.0186
C 4.5043 2.0573 -1.0367
C 3.8077 1.8900 -2.3609
C 4.0042 1.5388 0.1674
As 2.2750 0.5942 0.3267
N 1.0597 1.7286 -0.5529
C 1.0792 3.1446 -0.5167
C 1.8297 3.8786 0.4131
C 1.8566 5.2689 0.3678
C 1.1099 5.9551 -0.5776
C 0.3339 5.2364 -1.4808
C 0.3152 3.8515 -1.4580
C 2.5931 -0.9105 -0.9472
C 2.0889 -1.1435 -2.2385
C 1.2439 -0.1962 -3.0610
C 2.3855 -2.3553 -2.8752
C 3.1593 -3.3402 -2.2978
C 3.4734 -4.6277 -3.0135
C 3.6658 -3.0945 -1.0248
C 3.3922 -1.9208 -0.3454
C 4.0036 -1.7619 1.0305
C 4.7076 1.7641 1.3596
C 4.2454 1.2846 2.7236
C 5.8990 2.4806 1.3296
H 7.9450 4.1236 -0.8598
H 8.5285 3.1618 0.5041
H 7.6310 4.6480 0.7989
H 6.0736 3.1732 -1.9544
H 4.3789 2.3709 -3.1544
H 2.8149 2.3432 -2.3398
H 3.6982 0.8367 -2.6089
H 2.4035 3.3579 1.1678
H 2.4665 5.8125 1.0810
H 1.1270 7.0382 -0.6087
H -0.2553 5.7628 -2.2241
H -0.2930 3.3002 -2.1642
H 1.2501 0.8241 -2.6966
H 0.2041 -0.5289 -3.0822
H 1.5978 -0.1956 -4.0930
H 1.9847 -2.5128 -3.8731
H 2.9051 -4.7171 -3.9393
H 3.2428 -5.4873 -2.3811
H 4.5370 -4.6780 -3.2595
H 4.2925 -3.8457 -0.5504
H 4.5783 -2.6485 1.2956
H 3.2360 -1.6148 1.7953
H 4.6707 -0.9021 1.0603
H 3.2934 0.7649 2.6815
H 4.1469 2.1324 3.4055
H 4.9832 0.6050 3.1561
H 6.4348 2.6442 2.2617

Entry 5:
38
Properties=species:S:1:pos:R:3 method="wB97M-V/def2-TZVPD" multiplicity=3 orbital_gap_ev="5.5003 / 5.1807" mol_weight_g_mol=680.98 fmax_ev_per_a=3.4 charge=-1 energy_ha=-11823.6857
Cr -0.0083 -4.4763 14.4317
O 2.2721 -0.0242 16.4428
C 1.5959 -0.3860 17.5654
C 0.8197 -1.7130 17.5368
C 0.3635 -2.0496 18.9832
O -0.4024 -0.9957 19.5998
C 1.8881 -2.7583 17.0216
Se 1.1913 -4.6369 16.6614
C -0.2569 -1.5987 16.5108
Se -1.3531 -3.1588 16.1289
H 1.6713 0.3626 15.8005
H 0.9382 0.5024 17.8105
H 2.2173 -0.4508 18.3969
H 1.1399 -2.3419 19.6765
H -0.3467 -2.8955 18.9397
H -1.0610 -0.7576 18.9454
H 2.6649 -2.8317 17.8495
H 2.2521 -2.4097 16.0263
H 0.1047 -1.1757 15.6102
H -1.1353 -0.9203 16.7324
N -1.5896 -4.2385 12.8976
N -2.6322 -5.0589 13.3260
C -2.3729 -6.0464 14.3442
O -3.1533 -6.8802 14.6948
O -1.1756 -5.8419 14.8799
H -1.8416 -3.2315 12.7634
H -1.2324 -4.5589 12.0220
H -2.9989 -5.5889 12.5330
Se 1.7313 -5.8614 13.1222
C 0.9665 -5.4418 11.5407
N 0.6107 -5.3454 10.4431
F 0.5360 -2.7332 13.3890
As 0.9732 -1.3932 12.2131
F 1.4902 -2.5116 11.0820
F 1.2785 -0.1049 11.1424
F -0.6683 -1.6217 11.6555
F 0.3505 -0.2395 13.3844
F 2.5038 -1.2727 12.9876

Entry 6:
33
Properties=species:S:1:pos:R:3 method="wB97M-V/def2-TZVPD" multiplicity=8 orbital_gap_ev="9.5521 / 6.5907" relative_energy_kcal_mol=3.21 mol_weight_g_mol=568.73 fmax_ev_per_a=5.0 energy_ha=-3902.2877
Gd 0.0893 -0.2654 0.6717
N -2.2099 1.2627 0.3330
C -1.5315 2.5172 -0.0671
C -0.0690 2.3047 0.3080
O 0.1109 1.6570 1.4360
N 0.8021 2.6464 -0.5666
C 2.1747 2.1678 -0.3844
C 2.0394 0.6631 -0.2183
O 1.3261 0.0189 -1.0610
O 2.3769 0.1022 0.8500
H -3.0900 1.1636 -0.1558
H -2.4272 1.3215 1.3209
H -1.9409 3.4067 0.4189
H -1.5890 2.6377 -1.1439
H 2.6623 2.5684 0.5049
H 2.7337 2.4261 -1.2814
Cl -0.6975 -1.0519 3.4190
C -1.9373 -1.8657 2.4759
C -1.7568 -1.7676 1.1046
C -2.7261 -2.3969 0.3380
Cl -2.5315 -2.2708 -1.3875
C -3.8027 -3.0905 0.8785
Cl -4.9542 -3.8635 -0.1364
C -3.9346 -3.1516 2.2689
Cl -5.2549 -3.9952 2.9718
C -2.9911 -2.5265 3.0861
Cl -3.1405 -2.5805 4.7979
C 1.1203 -3.6778 0.0662
O 1.3988 -2.4111 0.6756
H 0.4092 -4.1929 0.7074
H 2.0286 -4.2748 -0.0094
H 0.6837 -3.5513 -0.9264
H 2.2038 -2.0397 0.2902

Entry 7:
38
Properties=species:S:1:pos:R:3 method="wB97M-V/def2-TZVPD" multiplicity=7 orbital_gap_ev="3.5011 / 3.2646" mol_weight_g_mol=333.98 fmax_ev_per_a=7.1 charge=+4 energy_ha=-2568.9144
Ti -0.4741 2.7464 1.3531
Ti 0.1391 -0.1951 3.2852
Be -1.3981 1.6804 -2.2181
Be -3.5798 0.5266 1.0070
C -0.6862 0.1542 0.1772
O -1.1076 0.3238 1.3838
O 0.2214 0.9042 -0.2624
O -1.6560 -0.1421 -0.6431
C -2.2611 -3.2772 -2.0211
O -1.0467 -2.7413 -1.4870
H -2.0771 -4.1908 -2.5802
H -2.9853 -3.4967 -1.2331
H -2.6834 -2.5752 -2.7452
H -1.2596 -1.9276 -1.0244
C 1.1580 3.6123 -1.8226
O 0.5527 2.6001 -2.6675
H 0.6547 4.5549 -2.0374
H 0.9555 3.2509 -0.8208
H 2.2280 3.7387 -1.9821
H 0.8902 2.6600 -3.5751
C 3.0371 -0.8103 -0.5345
O 3.0411 0.6220 -0.7254
H 3.4174 -1.0097 0.4693
H 2.0634 -1.3082 -0.5900
H 3.6666 -1.2478 -1.3056
H 2.1484 0.8848 -0.9625
C -2.9354 -2.6679 1.9815
O -4.0465 -1.8759 1.5255
H -3.2698 -3.4607 2.6487
H -2.4705 -3.0812 1.0840
H -2.1185 -2.1530 2.5085
H -4.7681 -2.4921 1.3288
C 3.0373 1.9602 2.2772
O 1.9783 0.9711 2.1010
H 3.9552 1.5647 1.8461
H 2.7526 2.8826 1.7672
H 3.1994 2.1421 3.3368
H 1.7277 0.8729 1.1570

Entry 8:
22
Properties=species:S:1:pos:R:3 method="wB97M-V/def2-TZVPD" multiplicity=1 orbital_gap_ev=9.0451 relative_energy_kcal_mol=73.77 mol_weight_g_mol=179.16 smiles="P[C@@H]1C=CCC=C1c1ncco1" fmax_ev_per_a=4.7 energy_ha=-820.1729
C 2.5591 2.0366 1.6839
C 1.3574 2.2395 2.3833
C 1.0292 0.8741 0.7897
C -1.2004 -1.3425 -2.0565
C -1.8886 -0.7230 -1.1031
C 0.9577 -0.6938 -1.0833
C 0.3003 0.1380 -0.2595
C 0.3201 -1.5605 -2.0723
C -1.2936 0.1396 -0.0454
N 2.3156 1.1630 0.6756
O 0.4020 1.4807 1.8152
P -1.5458 -0.3533 1.7012
H 3.5691 2.3319 1.6652
H 0.9683 2.7222 3.2694
H -1.5969 -1.8999 -2.9360
H -2.8760 -0.6882 -1.0976
H 2.0291 -0.7876 -1.1027
H 0.3323 -2.5916 -1.8878
H 0.4864 -1.4280 -3.1390
H -1.6691 1.0901 -0.1859
H -1.6245 -1.6689 1.4610
H -2.9318 -0.4781 1.5247

Entry 9:
73
Properties=species:S:1:pos:R:3 method="wB97M-V/def2-TZVPD" multiplicity=1 orbital_gap_ev=6.0138 relative_energy_kcal_mol=0.00 mol_weight_g_mol=1015.04 fmax_ev_per_a=0.6 charge=+2 energy_ha=-9019.5773
Ta -0.6953 0.1782 -0.1732
C -2.0914 3.5706 0.2845
C -2.5559 2.5336 1.2641
C -3.5777 2.9419 2.1240
C -4.0379 2.1059 3.1082
C -3.4003 0.8870 3.2821
C -2.3800 0.5309 2.4297
N -2.0062 1.3041 1.3728
C -1.5862 -0.6900 2.6831
C -1.7359 -1.4288 3.8460
C -0.9357 -2.5336 4.0549
C -0.0111 -2.8877 3.0919
C 0.0889 -2.1297 1.9365
N -0.6635 -1.0247 1.7546
C 1.0461 -2.5100 0.8747
C 1.4496 -3.8289 0.7403
C 2.4084 -4.1293 -0.2128
C 2.9339 -3.0994 -0.9647
C 2.4636 -1.7974 -0.7938
C 3.0816 -0.6891 -1.5885
N 1.4991 -1.5195 0.0959
H -1.8892 4.4888 0.8413
H -2.8856 3.7960 -0.4283
H -1.2196 3.2921 -0.2907
H -3.9960 3.9299 1.9894
H -4.8523 2.3992 3.7565
H -3.7156 0.2361 4.0806
H -2.4562 -1.1508 4.5969
H -1.0285 -3.1101 4.9654
H 0.6421 -3.7329 3.2439
H 1.0164 -4.6092 1.3481
H 2.7458 -5.1474 -0.3529
H 3.7128 -3.2865 -1.6914
H 3.4848 -1.0694 -2.5259
H 3.9218 -0.2605 -1.0358
H 2.3743 0.1089 -1.7933
Se -2.7827 -1.5926 0.0890
Se -4.2862 -1.5774 -1.6798
Te -4.6852 0.8817 -1.4994
Se -2.2277 1.3176 -1.8586
C 0.5050 1.7347 2.8164
N 0.9134 1.4315 1.4225
C 2.2381 0.7734 1.5585
C 1.1747 2.7309 0.7572
C 1.3122 2.5541 -0.7211
C 2.2023 3.3749 -1.4133
C 2.3125 3.2917 -2.7884
C 1.5169 2.3847 -3.4806
C 0.6480 1.5638 -2.7875
C 0.5246 1.6028 -1.3871
H 0.3732 0.8125 3.3793
H 1.2956 2.3140 3.2996
H -0.4058 2.3234 2.8439
H 2.8815 1.4082 2.1736
H 2.6907 0.6527 0.5824
H 2.1327 -0.1916 2.0431
H 2.0776 3.1762 1.1873
H 0.3527 3.4037 0.9985
H 2.8103 4.0865 -0.8668
H 3.0043 3.9311 -3.3198
H 1.5738 2.3258 -4.5600
H 0.0183 0.8908 -3.3565
C 0.0951 -2.7006 -4.8996
N 0.1935 -1.7841 -3.7716
C -0.3888 -1.9855 -2.5958
N -1.0697 -3.0986 -2.3595
O -0.2253 -1.1106 -1.6756
H 0.6877 -2.3038 -5.7175
H -0.9367 -2.7922 -5.2414
H 0.4890 -3.6831 -4.6357
H 0.7131 -0.9257 -3.8612
H -1.2778 -3.7532 -3.0941
H -1.6003 -3.1356 -1.4946

Entry 10:
66
Properties=species:S:1:pos:R:3 method="wB97M-V/def2-TZVPD" multiplicity=1 orbital_gap_ev=7.4138 relative_energy_kcal_mol=0.00 mol_weight_g_mol=792.22 fmax_ev_per_a=0.7 charge=+1 energy_ha=-3232.8675
Mg 0.2310 0.7037 0.1063
N 0.4157 -2.5265 -2.6020
C -0.8097 -3.2507 -2.6472
C -0.8246 -4.5888 -2.9941
C -2.0320 -5.2748 -3.0022
C -3.2025 -4.6347 -2.6253
C -3.1746 -3.2998 -2.2442
C -1.9785 -2.6017 -2.2840
S -1.9044 -0.8754 -1.9457
N -0.3357 -0.7765 -1.2531
C 0.6081 -1.5217 -1.7179
C 1.9991 -1.2360 -1.2364
C 3.0575 -2.1058 -1.4103
C 4.3079 -1.7413 -0.9223
C 4.4511 -0.5316 -0.2741
C 3.3313 0.2732 -0.1200
N 2.1362 -0.0650 -0.5943
H 1.2281 -3.0142 -2.9398
H 0.0962 -5.0940 -3.2611
H -2.0509 -6.3163 -3.2915
H -4.1398 -5.1731 -2.6208
H -4.0814 -2.7969 -1.9342
H 2.9309 -3.0673 -1.8869
H 5.1512 -2.4078 -1.0417
H 5.4016 -0.2097 0.1258
H 3.3892 1.2183 0.4046
C -4.2044 5.2958 -0.3390
Si -3.0659 3.9832 0.3322
C -4.0087 2.6585 1.2386
C -1.7777 4.7387 1.4526
C -2.2300 3.1449 -1.1700
Te -0.0974 3.1316 -1.1253
C 0.2635 2.4735 -3.1337
Si 1.8377 3.2171 -3.8662
C 2.1136 2.4435 -5.5395
C 3.2470 2.7724 -2.7146
C 1.6433 5.0634 -3.9956
H -4.7671 5.7704 0.4677
H -4.9267 4.8742 -1.0411
H -3.6470 6.0790 -0.8578
H -4.4435 3.0515 2.1604
H -3.3511 1.8286 1.5020
H -4.8268 2.2652 0.6304
H -2.2814 5.2494 2.2771
H -1.1529 5.4757 0.9438
H -1.1232 3.9847 1.8988
H -2.4759 3.6548 -2.1022
H -2.5792 2.1144 -1.2464
H -0.6250 2.7642 -3.6977
H 0.3060 1.3824 -3.1288
H 2.1579 1.3539 -5.4745
H 3.0533 2.7879 -5.9767
H 1.3126 2.7038 -6.2343
H 3.3511 1.6874 -2.6271
H 3.1075 3.1862 -1.7115
H 4.1934 3.1645 -3.0930
H 0.8379 5.3269 -4.6846
H 2.5608 5.5201 -4.3730
H 1.4237 5.5203 -3.0286
F -0.7471 -0.2587 4.1010
Te 0.1753 0.8589 2.9786
F 1.3462 1.8414 1.8087
F -0.3622 2.3840 3.8490
F 0.9762 -0.5963 2.0387
F 1.6038 0.7651 4.1201
O -1.0259 0.9277 1.6164

Entry 11:
43
Properties=species:S:1:pos:R:3 method="wB97M-V/def2-TZVPD" multiplicity=2 orbital_gap_ev="8.3059 / 5.5507" mol_weight_g_mol=328.82 fmax_ev_per_a=2.8 charge=+1 energy_ha=-2637.0767
Cu -0.5345 0.8259 -1.4189
O -0.5652 0.2846 0.6114
H -1.0866 -0.4396 1.0092
C 2.4896 0.8563 -0.7881
C 2.1668 2.2223 -1.3808
O 0.8212 2.6513 -1.1682
O 1.6374 -0.0512 -1.3876
H 2.3583 0.8328 0.2937
H 3.5189 0.5512 -0.9767
H 2.3062 2.1595 -2.4600
H 2.8636 2.9203 -0.9167
H 0.8230 3.6113 -1.1719
H 2.2023 -0.5174 -2.0082
C 0.9274 1.7085 3.4630
C 0.0961 2.7386 2.6548
O -1.1643 2.1659 2.2103
O 1.5724 0.8031 2.6668
H 0.3026 1.1418 4.1534
H 1.6788 2.2043 4.0777
H 0.6553 3.0363 1.7678
H -0.0589 3.6771 3.1871
H -0.9769 1.3649 1.7154
H 0.9172 0.6613 1.9796
C -1.8808 -1.3012 -3.0282
C -0.8796 -0.7480 -4.0578
O -0.2670 0.5533 -3.6051
O -1.4456 -1.1140 -1.7070
H -2.1474 -2.3442 -3.1984
H -2.7082 -0.5964 -3.1099
H -1.2878 -0.6754 -5.0659
H -0.1356 -1.5367 -4.1693
H -0.2578 1.1525 -4.3551
H -1.9327 -1.7675 -1.1998
C -1.4545 -3.4161 1.5947
C -0.4159 -2.5142 2.2549
O 0.6547 -2.1104 1.3796
O -2.2527 -2.6125 0.7788
H -2.1101 -3.8582 2.3449
H -0.9243 -4.2154 1.0768
H 0.0765 -2.9985 3.0981
H -0.9164 -1.6343 2.6591
H 0.3611 -1.3234 0.9148
H -3.0267 -2.3481 1.2815